# 1
{
  "formula": "C7H11N4O3P",
  "method": "wB97M-V/def2-TZVPD",
  "relative_energy_kj_mol": 232.51,
  "orbital_gap_ev": 9.391,
  "total_charge": 0,
  "lumo_ev": 0.1,
  "elements": ["C", "C", "C", "C", "C", "C", "C", "N", "N", "N", "N", "O", "O", "O", "P", "H", "H", "H", "H", "H", "H", "H", "H", "H", "H", "H"],
  "coordinates": [[-3.04784, -0.77372, 1.32769], [-1.88038, -1.41362, 1.66550], [-3.03264, 0.03455, 0.18456], [-0.84902, -1.59876, 0.77644], [-1.99287, -0.08899, -0.70575], [-0.83413, -0.82017, -0.42930], [0.35482, -0.83647, -1.28666], [0.20338, 2.31863, -0.55317], [2.84646, 2.19773, -0.00599], [1.49710, -0.03260, -0.84502], [2.61636, -1.14341, 0.04017], [2.41365, -2.29668, -0.09879], [3.50927, -0.52134, 0.49977], [1.06105, 0.88039, 1.48847], [1.39194, 1.38615, 0.18113], [-3.79948, -0.85276, 2.13080], [-1.98600, -2.10309, 2.58128], [-3.89525, 0.58061, -0.31274], [0.02755, -2.11146, 1.00212], [-1.94511, 0.58682, -1.60770], [0.75969, -1.81846, -1.61513], [-0.01778, -0.32450, -2.29837], [0.49561, 2.53546, -1.43179], [-0.66560, 1.91259, -0.50834], [3.37291, 1.94104, 0.77923], [3.39630, 2.36206, -0.95842]],
  "forces_ev_per_a": [[-0.2, 1.5, 0.7], [-0.6, -3.3, 1.4], [-2.3, -0.4, -1.2], [-0.4, 2.8, -1.7], [2.1, 1.3, -1.1], [-1.4, -1.8, 2.5], [0.1, 1.8, -3.2], [2.8, -0.2, 3.0], [-0.7, 0.7, -3.3], [1.7, -1.8, 0.7], [-1.9, 2.8, -2.3], [0.0, -0.5, 0.3], [0.6, -0.6, 0.6], [-0.1, 0.4, 2.2], [-0.1, -0.6, -2.3], [-0.1, 0.5, -1.0], [0.7, 1.3, -1.3], [0.7, -0.6, 1.6], [1.2, -1.1, 0.6], [-0.4, -0.9, 0.8], [-0.5, 0.5, 0.5], [1.0, -1.0, 1.7], [0.5, 1.2, -3.2], [-2.4, -1.0, 0.1], [1.5, -0.2, 0.9], [-1.8, -0.8, 3.1]],
  "lowdin_charge": [-0.091, -0.101, -0.088, -0.020, -0.108, -0.251, -0.226, 0.016, -0.069, -0.056, -0.325, 0.109, 0.076, -0.271, 0.402, 0.111, 0.135, 0.125, 0.083, 0.121, 0.124, 0.151, 0.014, -0.008, 0.010, 0.138]
}



# 2
{
  "formula": "CH4NO",
  "method": "wB97M-V/def2-TZVPD",
  "relative_energy_kj_mol": 352.97,
  "orbital_gap_ev": 9.910,
  "total_charge": 1,
  "lumo_ev": -6.6,
  "elements": ["C", "N", "O", "H", "H", "H", "H"],
  "coordinates": [[1.16020, -0.07742, 0.00018], [-1.14028, -0.05828, 0.02363], [0.04587, -0.64355, -0.01310], [1.99931, -0.61258, -0.15878], [1.04977, 0.93973, 0.18569], [-1.05593, 0.97074, 0.02987], [-2.05894, -0.51863, -0.06750]],
  "forces_ev_per_a": [[-4.2, 1.3, 0.6], [-0.2, 3.1, 0.5], [0.0, -2.9, -1.0], [2.6, -2.0, -0.3], [0.9, 2.1, 0.1], [-0.5, -0.9, 0.0], [1.5, -0.7, 0.0]],
  "lowdin_charge": [0.251, 0.144, 0.035, 0.113, 0.120, 0.156, 0.181]
}



# 3
{
  "formula": "C6H14SSi",
  "method": "wB97M-V/def2-TZVPD",
  "spin_multiplicity": 3,
  "orbital_gap_ev": [6.766, 8.666],
  "total_charge": 0,
  "lumo_ev": [0.8, -0.6],
  "elements": ["C", "C", "C", "C", "C", "C", "Si", "S", "H", "H", "H", "H", "H", "H", "H", "H", "H", "H", "H", "H", "H", "H"],
  "coordinates": [[-1.40823, -0.07063, -2.47907], [-0.15611, 0.77592, -2.34802], [0.37579, -0.28197, -1.32446], [1.14766, -1.29058, 1.54652], [-1.49378, 0.12283, 1.21606], [1.12984, 1.66795, 1.15502], [0.32175, 0.08423, 0.58650], [0.89812, -1.84339, -1.77074], [-2.26373, -0.10225, -1.80623], [-1.35257, -0.79048, -3.20859], [0.42418, 0.90405, -3.19853], [-0.33267, 1.66112, -1.68254], [2.22781, -1.18567, 1.65092], [0.67561, -1.13340, 2.63033], [0.83914, -2.25321, 1.17973], [-1.41471, 0.71039, 2.11872], [-2.40535, 0.40077, 0.52236], [-1.58872, -0.83968, 1.78146], [1.72072, 2.33322, 0.49430], [0.53751, 2.35195, 1.82558], [1.89407, 1.27025, 1.90871], [0.22368, -2.49145, -0.79803]],
  "forces_ev_per_a": [[-1.5, 2.4, -0.9], [-2.2, -2.3, 4.8], [2.3, 1.8, 2.5], [-1.2, 1.1, 2.3], [-0.4, -0.8, -0.4], [1.4, 0.9, 1.8], [-0.9, 0.0, -1.5], [-0.3, -0.3, -0.5], [0.6, 0.3, 0.0], [-0.2, -1.6, -1.6], [0.9, 0.4, -1.6], [0.3, -0.3, -1.2], [-0.1, -0.2, -0.2], [1.1, -0.5, -2.0], [0.1, -0.5, 0.1], [-0.4, 1.2, 0.0], [1.9, -0.6, 1.7], [-0.6, 0.1, -1.2], [-0.5, -0.6, 0.0], [0.1, -0.7, -0.9], [-0.7, 0.5, -1.0], [0.3, -0.2, -0.1]],
  "lowdin_spin": [0.760, 0.121, 0.631, 0.003, 0.011, 0.016, 0.071, 0.234, 0.046, 0.053, 0.013, 0.005, 0.000, 0.000, 0.001, 0.001, 0.000, 0.000, 0.001, 0.002, 0.000, 0.033]
}



# 4
{
  "formula": "C8H19FN",
  "method": "wB97M-V/def2-TZVPD",
  "relative_energy_kj_mol": 376.90,
  "orbital_gap_ev": [7.285, 7.310],
  "total_charge": 1,
  "lumo_ev": [-8.1, -8.1],
  "elements": ["C", "C", "C", "C", "C", "C", "C", "C", "N", "F", "H", "H", "H", "H", "H", "H", "H", "H", "H", "H", "H", "H", "H", "H", "H", "H", "H", "H", "H"],
  "coordinates": [[1.10888, -2.15231, 1.02562], [1.95753, 1.11936, 0.35563], [1.04982, 0.75377, -1.96283], [-1.32980, 1.70937, 0.57886], [-2.63280, -0.28974, -0.10011], [-0.04358, -1.17790, 1.14384], [1.11377, 0.16451, -0.53572], [-1.34956, 0.43306, -0.29360], [-0.13678, -0.22282, 0.02663], [-0.44030, -1.97332, -1.36609], [0.98561, -2.70994, 0.10466], [2.11272, -1.65776, 1.27134], [1.01353, -2.94106, 1.73999], [1.79189, 2.21920, 0.15035], [2.07262, 0.94402, 1.39989], [2.98821, 0.83105, -0.11360], [0.50427, 0.26979, -2.72753], [2.12656, 0.70057, -2.26222], [0.67829, 1.85902, -2.01997], [-0.45871, 2.39761, 0.40642], [-2.20114, 2.30915, 0.29491], [-1.34038, 1.46601, 1.60429], [-2.79720, -0.32647, 0.94200], [-2.64548, -1.39953, -0.49987], [-3.62867, 0.11033, -0.61769], [0.19816, -0.77731, 2.15376], [-1.05137, -1.58173, 1.22730], [1.71744, -0.80391, -0.63998], [-1.36351, 0.72697, -1.28626]],
  "forces_ev_per_a": [[1.1, 0.1, 0.1], [2.5, 0.5, -2.2], [1.1, 2.5, 0.7], [0.9, 1.9, -1.0], [-2.7, -2.9, -1.4], [-0.4, -0.1, 0.7], [0.6, -0.4, -1.9], [-1.0, 0.6, 0.2], [0.4, -3.3, -0.4], [0.2, 2.1, 1.3], [0.6, 0.4, -0.6], [-1.4, -0.8, -0.8], [-0.3, -0.2, 1.0], [-0.1, -1.4, 0.2], [-0.4, -0.4, 0.8], [-1.5, 1.1, 1.1], [-0.8, -1.2, -0.3], [-0.9, 0.5, 0.0], [0.9, -1.8, 0.4], [-0.6, -0.9, 0.0], [0.0, -0.4, 0.2], [-0.3, -0.3, 1.3], [-0.8, -0.2, 1.2], [0.6, 2.2, 0.7], [2.6, 0.0, 1.1], [-0.5, 1.1, -0.6], [0.3, -0.4, 0.0], [-1.1, 1.2, 0.4], [0.9, 0.7, -2.0]],
  "lowdin_charge": [-0.058, -0.010, -0.027, 0.030, -0.049, -0.144, -0.388, -0.391, 0.091, -0.229, 0.086, 0.124, 0.089, 0.107, 0.072, 0.138, 0.071, 0.111, 0.130, 0.101, 0.119, 0.082, 0.060, 0.136, 0.158, 0.173, 0.130, 0.161, 0.127]
}



# 5
{
  "formula": "C8H7NO2S",
  "method": "wB97M-V/def2-TZVPD",
  "relative_energy_kj_mol": 268.02,
  "orbital_gap_ev": 8.430,
  "total_charge": 0,
  "lumo_ev": -0.5,
  "elements": ["C", "C", "C", "C", "C", "C", "C", "C", "N", "O", "O", "S", "H", "H", "H", "H", "H", "H", "H"],
  "coordinates": [[1.93871, -1.75895, 0.28317], [2.22452, -0.57610, 1.02902], [0.73965, -1.93613, -0.38196], [1.34272, 0.47449, 0.94734], [-0.23299, -0.95098, -0.25254], [0.19630, 0.15396, 0.32382], [-1.64748, -0.96845, -0.73987], [-1.03273, 2.39255, -0.83704], [-1.20336, 1.51477, 0.30076], [-2.27346, -1.86379, -1.23925], [-2.66685, -0.09801, 1.45858], [-2.53883, 0.51451, 0.13750], [2.81150, -2.50191, 0.31423], [3.09388, -0.58533, 1.50319], [0.51154, -2.86394, -0.97325], [1.62289, 1.38454, 1.32615], [-1.06341, 1.81928, -1.88781], [-1.71660, 3.08925, -0.66106], [-0.10599, 2.76026, -0.65099]],
  "forces_ev_per_a": [[1.9, -0.4, 0.9], [-3.5, -1.8, -3.3], [0.1, -2.0, -0.5], [0.8, -1.8, -0.1], [-0.3, -1.0, -1.2], [-3.8, 5.4, 0.6], [-1.1, -0.8, 0.3], [0.8, -5.2, -2.3], [2.0, -4.0, 0.2], [1.0, 1.0, 0.2], [-0.5, -0.5, 0.5], [0.7, 0.3, -0.1], [-1.8, 0.8, -0.4], [3.6, 0.5, 2.1], [0.3, 1.0, 0.7], [0.0, 2.2, 1.0], [-0.1, 1.6, 2.0], [-3.0, 3.3, -0.3], [2.9, 1.5, -0.3]],
  "lowdin_charge": [-0.052, -0.032, -0.009, -0.018, -0.201, -0.043, -0.378, -0.166, -0.283, 0.091, -0.477, 0.921, 0.135, 0.063, 0.144, 0.099, 0.137, 0.028, 0.042]
}



# 6
{
  "formula": "C21H31N2",
  "method": "wB97M-V/def2-TZVPD",
  "relative_energy_kj_mol": 483.77,
  "orbital_gap_ev": 8.191,
  "total_charge": 1,
  "lumo_ev": -3.0,
  "smiles": "c1ccc([C@@H]([C@@H]2CCCCC2=[N+]2CCCC2)N2CCCC2)cc1",
  "elements": ["C", "C", "C", "C", "C", "C", "C", "C", "C", "C", "C", "N", "C", "C", "C", "C", "N", "C", "C", "C", "C", "C", "C", "H", "H", "H", "H", "H", "H", "H", "H", "H", "H", "H", "H", "H", "H", "H", "H", "H", "H", "H", "H", "H", "H", "H", "H", "H", "H", "H", "H", "H", "H", "H"],
  "coordinates": [[0.25790, 3.54346, 3.72150], [-1.01736, 3.38671, 3.15315], [-1.23009, 2.45652, 2.11343], [-0.11630, 1.72714, 1.59995], [-0.05756, 0.93268, 0.30740], [-0.77287, -0.74904, 0.07961], [-2.28056, -0.62448, 0.00613], [-3.15200, -1.86328, 0.29078], [-2.68360, -3.11654, -0.46358], [-1.17930, -3.29938, -0.32261], [-0.28494, -2.11470, -0.05744], [1.01674, -2.45785, -0.09813], [1.50091, -3.84280, -0.31036], [3.03532, -3.73687, -0.31884], [3.38417, -2.24331, -0.21672], [2.05981, -1.47213, -0.11469], [-0.29188, 1.75334, -0.79721], [-0.56328, 3.17909, -0.68955], [-0.46981, 3.74171, -2.12346], [-0.09531, 2.58098, -3.03589], [0.17180, 1.35382, -2.12772], [1.15025, 1.90050, 2.18817], [1.35145, 2.81660, 3.22238], [0.45503, 4.26600, 4.52563], [-1.84017, 4.00783, 3.53524], [-2.21955, 2.43954, 1.64415], [1.02511, 0.52233, 0.30538], [-0.38879, -0.11799, -0.89818], [-2.42146, -0.42476, -1.08657], [-2.71457, 0.24137, 0.55452], [-4.19551, -1.66025, 0.01531], [-3.12767, -2.12909, 1.36145], [-3.16047, -4.01039, -0.03190], [-2.97896, -3.08460, -1.52719], [-1.01994, -4.01830, 0.50288], [-0.83349, -3.75909, -1.27265], [1.14625, -4.52966, 0.48092], [1.13541, -4.25011, -1.27971], [3.43733, -4.31183, 0.51838], [3.41563, -4.19117, -1.23767], [4.00132, -2.05147, 0.67228], [3.95630, -1.92483, -1.09925], [1.98758, -0.79729, -0.99850], [2.06514, -0.87175, 0.81841], [0.18930, 3.61549, -0.01522], [-1.55240, 3.33782, -0.24237], [0.25782, 4.55974, -2.12331], [-1.45500, 4.14573, -2.35349], [-0.95390, 2.36058, -3.68085], [0.75994, 2.82262, -3.67374], [-0.34693, 0.47128, -2.57736], [1.25634, 1.11124, -2.13269], [2.01522, 1.45192, 1.67573], [2.37163, 2.92691, 3.61404]],
  "forces_ev_per_a": [[0.5, -0.1, -0.2], [0.2, -0.4, 0.0], [0.9, 0.3, 0.1], [-0.7, 0.0, 0.8], [3.7, -0.7, 1.5], [0.1, 2.2, -2.3], [-1.4, 0.1, -1.5], [0.3, -0.4, 0.4], [-0.4, 0.5, 0.0], [-0.3, -0.5, 0.0], [1.8, 0.2, 0.0], [-2.0, 0.2, -0.1], [0.1, -0.4, -0.4], [-0.2, -0.3, 0.0], [0.5, -0.1, 0.0], [1.4, 0.7, 0.1], [-0.9, -0.8, -1.1], [0.1, 0.2, 0.3], [-0.1, 0.3, 1.1], [-0.4, -0.3, -0.2], [0.5, 0.5, -0.5], [-0.3, 0.6, -0.4], [-0.3, -0.3, 0.1], [-0.4, -0.3, -0.4], [0.3, -0.4, -0.3], [0.4, -0.3, 0.2], [-1.8, 1.1, -0.2], [-0.9, -3.4, 1.2], [-0.6, 0.2, 0.7], [0.6, -0.5, -0.2], [0.3, 0.1, 0.2], [-0.1, 0.3, -0.2], [0.0, 0.4, -0.3], [0.2, 0.1, 0.4], [0.3, 0.2, -0.4], [0.2, 0.1, 0.7], [0.0, 0.5, -0.3], [0.1, 0.4, 0.6], [0.1, 0.2, -0.1], [0.1, 0.1, 0.2], [-0.1, 0.0, -0.4], [-0.2, 0.0, 0.4], [-0.4, -0.3, 0.6], [-0.2, -0.4, -0.6], [-0.3, 0.2, -0.2], [0.3, 0.2, -0.2], [-0.2, -0.2, -0.2], [0.2, 0.1, -0.3], [0.3, 0.0, 0.0], [-0.2, -0.2, 0.1], [0.1, 0.4, 0.6], [-0.3, 0.0, 0.2], [-0.4, 0.0, 0.6], [-0.6, 0.2, -0.1]],
  "lowdin_charge": [-0.069, -0.061, -0.040, -0.181, -0.195, -0.074, -0.169, -0.183, -0.184, -0.114, -0.092, -0.033, -0.115, -0.139, -0.132, -0.139, -0.130, -0.138, -0.138, -0.142, -0.156, -0.045, -0.065, 0.113, 0.114, 0.109, 0.087, 0.141, 0.129, 0.120, 0.119, 0.124, 0.121, 0.122, 0.140, 0.134, 0.135, 0.131, 0.115, 0.115, 0.118, 0.118, 0.130, 0.130, 0.128, 0.112, 0.115, 0.110, 0.112, 0.114, 0.129, 0.121, 0.112, 0.114]
}



no.,total energy (eV)
1,-28825.92088
2,-4627.85577
3,-25157.50793
4,-12799.47236
5,-24825.46966
6,-25250.69637